[1]
Below is C14H28F6InN5O8S2 as an isolated structure in a non-equilibrium geometry, with properties calculated with wB97M-V/def2-TZVPD.

Geometry (Å):
In (0.971, -1.057, -0.385)
S (3.356, 0.718, 2.301)
S (1.999, 2.411, 0.793)
F (3.313, 3.701, -1.141)
F (1.550, -0.855, 3.389)
F (4.471, 2.153, -0.200)
F (1.423, 1.131, 4.143)
F (3.085, -0.128, 4.724)
F (4.141, 3.964, 0.879)
O (-1.296, -1.642, -1.841)
O (-0.493, 0.796, 1.247)
O (2.414, 0.538, -2.162)
O (1.086, 2.482, -0.313)
O (-0.934, -2.233, 1.344)
O (1.638, 3.142, 1.960)
O (4.117, 1.849, 2.712)
O (4.156, -0.464, 2.114)
N (4.640, 0.405, -2.464)
N (-2.294, 1.788, 0.408)
N (-2.114, -3.974, 2.144)
N (2.345, 0.792, 1.076)
N (-3.031, -0.660, -2.866)
C (5.886, 0.570, -3.210)
C (-2.970, -1.754, 2.521)
C (-1.415, 1.621, 1.408)
C (3.426, 0.770, -2.861)
C (-1.203, -5.019, 1.730)
C (-3.421, -2.621, -1.437)
C (-2.523, -1.600, -2.067)
C (-3.726, 2.061, 0.555)
C (2.294, 0.212, 3.736)
C (-1.957, -2.677, 1.882)
C (-1.710, 2.167, 2.760)
C (3.279, 1.487, -4.157)
C (3.611, 3.155, 0.006)
C (-4.453, -0.530, -3.133)
H (-3.916, 3.132, 0.567)
H (6.018, 1.654, -3.320)
H (5.767, 0.210, -4.227)
H (-1.580, -5.996, 2.006)
H (-1.019, -4.928, 0.658)
H (-2.836, -4.220, 2.801)
H (-4.887, -1.468, -3.473)
H (-3.308, -2.092, 3.494)
H (-3.809, -3.330, -2.171)
H (-4.121, 1.637, 1.477)
H (4.647, -0.117, -1.597)
H (-2.466, -0.789, 2.604)
H (-2.852, -3.262, -0.766)
H (-2.436, 0.124, -3.089)
H (-0.195, -4.932, 2.148)
H (-4.223, 1.563, -0.273)
H (-5.024, -0.257, -2.239)
H (6.751, 0.307, -2.615)
H (2.829, 0.847, -4.923)
H (-2.019, 1.365, -0.465)
H (-2.427, 2.981, 2.801)
H (-0.764, 2.645, 3.056)
H (4.110, 1.944, -4.688)
H (-1.796, 1.396, 3.522)
H (2.550, 2.290, -4.026)
H (-4.197, -2.159, -0.827)
H (-3.782, -1.480, 1.843)
H (-4.676, 0.235, -3.871)

Summary:
Charge = +2
Gap between HOMO and LUMO = 3.85 eV
LUMO level = -11.7 eV
ΔE to the lowest compared entry with this formula, charge and spin = 1.106 eV
Calculated total energy = -3010.94095 Eh


[2]
Below is one molecule with the formula C6H7N3O in a non-equilibrium geometry, with properties calculated with wB97M-V/def2-TZVPD.

Geometry (Å):
O (0.464, -1.777, 1.714)
N (-0.339, 1.149, -1.286)
N (-0.694, -0.570, 0.161)
N (1.402, 0.434, 0.154)
C (-1.830, -2.412, 1.336)
C (-0.528, -1.587, 1.159)
C (2.171, 1.346, -0.343)
C (0.426, 2.039, -1.711)
C (0.158, 0.292, -0.277)
C (1.736, 2.301, -1.376)
H (-1.646, -3.280, 2.237)
H (2.349, 3.047, -1.805)
H (2.967, 1.332, 0.113)
H (-2.646, -1.886, 1.792)
H (-2.232, -2.831, 0.662)
H (0.000, 2.744, -2.247)
H (-1.760, -0.340, -0.283)

Summary:
Gap between HOMO and LUMO = 9.49 eV
Structure (SMILES) = CC(=O)Nc1ncccn1
LUMO level = 0.7 eV
ΔE to the lowest compared entry with this formula, charge and spin = 3.249 eV
Calculated total energy = -472.22246 Eh


[3]
Below is C3H14N4O as an isolated structure in a non-equilibrium geometry, with properties calculated with wB97M-V/def2-TZVPD.

Geometry (Å):
O (1.398, -0.719, 2.222)
N (-0.867, -0.174, -0.372)
N (1.170, 0.318, 1.209)
N (1.703, 1.545, 1.556)
N (-0.021, -0.451, -1.741)
C (-1.877, 0.845, -0.611)
C (1.380, -0.328, -1.523)
C (-1.441, -1.470, -0.016)
H (0.041, 0.173, 0.571)
H (-1.383, 1.799, -0.801)
H (-2.042, -1.372, 0.890)
H (2.708, 1.479, 1.705)
H (1.763, 0.684, -1.677)
H (-2.067, -1.861, -0.823)
H (1.912, -1.063, -2.123)
H (0.703, -0.610, 2.895)
H (-0.338, 0.284, -2.372)
H (1.278, 1.945, 2.397)
H (1.614, -0.419, -0.366)
H (-2.491, 0.590, -1.482)
H (-0.613, -2.143, 0.205)
H (-2.531, 0.946, 0.258)

Summary:
Gap between HOMO and LUMO = 8.30 eV
LUMO level = 0.8 eV
ΔE to the lowest compared entry with this formula, charge and spin = 5.498 eV
Calculated total energy = -416.75239 Eh


[4]
Below is one molecule with the formula C3H5Cl in a non-equilibrium geometry, with properties calculated with wB97M-V/def2-TZVPD.

Geometry (Å):
Cl (2.427, -0.028, -0.119)
C (-0.390, 0.763, -0.201)
C (0.642, -0.070, 0.406)
C (-0.530, -0.672, -0.250)
H (0.079, 1.332, -1.065)
H (0.401, -0.183, 1.490)
H (-0.477, -1.287, -1.183)
H (-1.180, -1.237, 0.407)
H (-0.973, 1.383, 0.517)

Summary:
Gap between HOMO and LUMO = 11.36 eV
Structure (SMILES) = ClC1CC1
LUMO level = 1.1 eV
ΔE to the lowest compared entry with this formula, charge and spin = 0.980 eV
Calculated total energy = -577.43719 Eh


[5]
Below is a 6-piece molecular cluster, C7H22O6 overall in a non-equilibrium geometry, with properties calculated with wB97M-V/def2-TZVPD.

Geometry (Å):
O (1.992, -0.063, 2.192)
O (-2.023, 2.042, -1.591)
O (-2.533, -2.658, 0.441)
O (-0.224, 1.641, 3.374)
O (-2.535, 0.993, 0.891)
O (0.048, 1.621, 0.810)
C (-0.850, 1.873, -1.613)
C (0.847, -2.112, -0.634)
C (1.327, 0.728, -1.851)
C (-0.176, 0.559, -1.820)
C (1.991, -1.470, -1.069)
C (0.870, -2.763, 0.641)
C (2.096, -0.541, -2.226)
H (1.415, 0.026, 2.989)
H (1.626, 1.453, -2.609)
H (-0.841, 1.230, 0.750)
H (3.086, -0.354, -2.586)
H (2.823, -1.334, -0.440)
H (-1.515, -2.781, 0.601)
H (-0.146, -2.721, 1.152)
H (-2.871, -1.936, 0.918)
H (-2.414, 1.920, 1.072)
H (-0.643, 0.151, -2.742)
H (0.721, 0.980, 0.648)
H (-1.076, 1.649, 3.131)
H (1.497, -2.360, 1.602)
H (1.307, -3.769, 0.629)
H (-2.964, 0.674, 0.095)
H (-0.001, -2.414, -1.194)
H (-0.171, 2.778, -1.226)
H (2.551, -0.875, 2.380)
H (1.889, 1.132, -0.924)
H (-0.490, -0.160, -1.067)
H (1.671, -1.099, -3.046)
H (0.118, 1.559, 2.360)

Summary:
Gap between HOMO and LUMO = 9.88 eV
Structure (SMILES) = C/C=C/CCCC=O.O.O.O.O.O
LUMO level = 0.4 eV
ΔE to the lowest compared entry with this formula, charge and spin = 3.339 eV
Calculated total energy = -731.22124 Eh


[6]
Below is C5H19B2F3NO5SV as an isolated structure in a non-equilibrium geometry, with properties calculated with wB97M-V/def2-TZVPD.

Geometry (Å):
V (-0.623, 0.253, -0.093)
S (-1.233, -3.017, 1.367)
F (-3.637, -3.317, -0.024)
F (-3.227, -4.875, 1.462)
F (-3.822, -2.911, 2.112)
O (-1.525, 1.180, 0.784)
O (-0.499, -3.677, 0.312)
O (-0.814, -3.260, 2.744)
O (0.314, 2.076, -0.732)
O (-1.230, -1.602, 1.062)
N (1.158, 0.205, 1.169)
C (0.248, 2.721, -1.928)
C (3.062, 1.529, 1.769)
C (-3.133, -3.508, 1.223)
C (1.618, 2.150, -0.231)
C (1.627, 1.543, 1.168)
B (-2.394, 0.176, -1.590)
B (0.760, -1.246, -1.402)
H (1.721, -1.332, -0.918)
H (-0.774, 2.782, -2.302)
H (1.024, 2.186, 1.809)
H (0.001, -1.672, -0.764)
H (2.383, 1.582, -0.759)
H (3.493, 0.537, 1.901)
H (-2.982, -0.243, -2.391)
H (0.916, 2.420, -2.735)
H (0.895, -1.841, -2.291)
H (3.146, 1.990, 2.754)
H (-3.002, 0.829, -0.983)
H (0.625, -0.187, -1.564)
H (1.284, -0.119, 2.118)
H (-1.559, 0.796, -1.876)
H (1.921, -0.350, 0.809)
H (1.972, 3.180, -0.277)
H (-2.145, -0.714, -1.032)
H (0.587, 3.752, -1.828)
H (3.842, 1.985, 1.159)

Summary:
Charge = -2
Gap between HOMO and LUMO (spin up / spin down) = 2.87 / 6.19 eV
Spin multiplicity = 3
LUMO level (spin up / spin down) = 4.8 / 4.7 eV
Calculated total energy = -2324.14095 Eh


[7]
Below is a 2-piece molecular cluster, C2H7NO3 overall in a non-equilibrium geometry, with properties calculated with wB97M-V/def2-TZVPD.

Geometry (Å):
O (1.629, 2.473, -0.043)
O (-1.127, -0.318, 1.092)
O (0.077, -3.250, -0.457)
N (-0.282, 1.279, -0.289)
C (0.674, 2.136, -0.720)
C (-0.114, 0.635, 1.009)
H (0.083, -2.711, -1.211)
H (-0.097, 1.346, 1.829)
H (-0.930, 0.928, -0.981)
H (-0.481, -4.019, -0.519)
H (-0.841, -1.215, 1.035)
H (0.871, 0.162, 0.989)
H (0.537, 2.553, -1.733)

Summary:
Gap between HOMO and LUMO = 10.29 eV
Structure (SMILES) = O=CNCO.O
LUMO level = 0.4 eV
ΔE to the lowest compared entry with this formula, charge and spin = 1.157 eV
Calculated total energy = -360.87114 Eh


[8]
Below is one molecule with the formula CH4N2 in a non-equilibrium geometry, with properties calculated with wB97M-V/def2-TZVPD.

Geometry (Å):
N (-0.823, -0.356, -0.283)
N (-0.227, 0.751, 0.527)
C (0.601, -0.225, -0.102)
H (1.179, 0.368, -0.853)
H (-0.600, 0.601, 1.507)
H (1.091, -1.153, 0.394)
H (-1.221, 0.014, -1.189)

Summary:
Gap between HOMO and LUMO = 10.90 eV
Structure (SMILES) = C1NN1
LUMO level = 1.3 eV
ΔE to the lowest compared entry with this formula, charge and spin = 3.375 eV
Calculated total energy = -149.91911 Eh